[1]
Below is a 2-piece molecular cluster, C29H46ClOSi overall in a non-equilibrium geometry, with properties calculated with ωB97M-V with the def2-TZVPD basis set.

Properties
Charge = -1
2S+1 = 1
HOMO-LUMO gap = 4.7 eV
DFT total energy = -1957.48446 Eh

Last column: Mulliken charge in e.
Element x y z (Å)
C  0.689  1.330  4.176  -0.708
C  -0.057  -0.037  4.423  -0.628
C  -0.040  -1.039  3.201  0.206
C  1.281  -1.891  3.055  -0.953
C  2.400  -1.244  2.146  -0.192
C  2.303  -1.680  0.613  0.361
C  3.720  -1.703  -0.096  -1.167
C  3.890  -0.680  -1.276  -0.838
C  3.462  0.815  -0.930  -0.011
C  2.419  1.269  -2.016  -0.433
C  1.946  2.797  -1.862  -0.514
Si  0.308  2.986  -0.906  -0.374
Cl  0.255  1.466  0.554  0.125
C  -1.227  3.073  -2.018  -0.680
C  -2.578  2.623  -1.324  -0.623
C  -3.388  1.523  -2.167  -1.261
C  -2.798  0.132  -1.688  0.503
C  -1.506  -0.253  -2.274  0.016
C  -0.868  -1.497  -1.852  -0.708
C  -1.573  -2.299  -0.837  -0.377
C  -2.861  -1.928  -0.272  -0.612
C  -3.515  -0.662  -0.697  -0.511
C  0.371  4.658  0.050  0.506
C  1.578  5.471  0.169  -0.165
C  1.504  6.750  0.885  -0.660
C  0.229  7.177  1.481  -0.362
C  -0.996  6.374  1.361  -0.642
C  -0.906  5.102  0.648  -0.247
H  0.004  2.093  3.708  0.133
H  1.658  1.223  3.632  0.149
H  0.931  1.754  5.198  0.356
H  -1.144  0.223  4.599  0.316
H  0.304  -0.603  5.323  0.329
H  -0.875  -1.779  3.390  0.319
H  -0.313  -0.508  2.250  -0.290
H  0.983  -2.867  2.580  0.441
H  1.724  -2.040  4.084  0.319
H  2.485  -0.127  2.249  -0.196
H  3.388  -1.655  2.517  0.422
H  1.531  -1.050  0.100  -0.461
H  1.915  -2.740  0.641  0.638
H  3.863  -2.749  -0.494  0.317
H  4.500  -1.577  0.708  0.380
H  3.296  -1.039  -2.156  0.380
H  4.967  -0.652  -1.619  0.342
H  4.362  1.501  -0.957  0.434
H  3.076  0.856  0.121  -0.050
H  1.525  0.590  -2.055  -0.185
H  2.956  1.228  -3.009  0.336
H  2.774  3.321  -1.312  0.145
H  1.875  3.257  -2.892  0.377
H  -1.355  4.163  -2.295  0.514
H  -1.016  2.507  -2.967  0.640
H  -3.269  3.462  -1.050  0.374
H  -2.299  2.117  -0.352  0.334
H  -4.479  1.626  -1.944  0.370
H  -3.230  1.635  -3.271  0.370
H  -1.001  0.396  -3.030  0.362
H  0.125  -1.792  -2.274  0.453
H  -1.052  -3.249  -0.522  0.446
H  -3.374  -2.536  0.508  0.424
H  -4.502  -0.336  -0.280  0.277
H  2.550  5.176  -0.288  0.235
H  2.379  7.430  1.015  0.336
H  0.143  8.149  2.029  0.297
H  -1.981  6.684  1.777  0.348
H  -1.840  4.500  0.551  0.181
C  -3.011  -7.192  -0.505  -1.467
C  -2.169  -6.214  -1.351  0.891
C  -1.777  -6.911  -2.670  -1.461
O  -1.043  -5.924  -0.671  -0.946
H  -2.460  -8.107  -0.265  0.315
H  -3.329  -6.731  0.434  0.316
H  -3.922  -7.491  -1.048  0.355
H  -2.859  -5.386  -1.637  0.064
H  -1.187  -7.817  -2.497  0.320
H  -1.193  -6.244  -3.312  0.312
H  -2.674  -7.207  -3.236  0.340

Cartesian forces (eV/Å) of the 2 atoms listed first:
C -0.14 0.02 1.39
C -0.58 0.02 -0.94

***

[2]
Below is C29H46F2InN2O2S2Si as an isolated structure in a non-equilibrium geometry, with properties calculated with ωB97M-V with the def2-TZVPD basis set.

Properties
Charge = -1
2S+1 = 1
HOMO-LUMO gap = 5.9 eV
DFT total energy = -2867.55594 Eh

Last column: Mulliken charge in e.
Element x y z (Å)
C  6.039  -4.442  0.392  -0.756
C  5.625  -3.323  1.547  0.635
O  6.056  -2.053  1.435  -0.552
O  4.809  -3.803  2.674  -0.400
C  3.530  -3.077  2.779  -0.421
C  2.288  -3.842  1.965  -0.587
C  2.213  -3.176  0.440  0.212
C  0.802  -2.351  0.228  -0.971
C  0.761  -0.889  0.993  1.489
C  -0.061  -0.892  2.415  -0.541
C  -0.468  0.612  2.968  -0.150
C  -2.013  1.054  2.649  -0.996
In  -2.380  1.908  0.590  1.106
C  -2.331  0.339  -1.076  -1.159
C  -4.536  2.724  0.612  -0.992
C  -5.606  1.656  1.280  -0.354
C  -5.983  0.473  0.197  0.130
S  -7.082  -0.838  0.966  -0.134
C  -6.361  -2.507  0.385  -0.046
S  -5.785  -3.680  1.516  -0.160
N  -6.335  -2.730  -1.129  0.165
C  -5.108  -3.266  -1.894  -0.147
C  -5.671  -3.254  -3.434  -0.283
N  -7.107  -2.733  -3.530  -0.513
C  -7.498  -2.405  -2.084  -0.041
C  -1.020  3.604  -0.024  0.264
F  -1.843  4.869  0.064  -0.361
F  -0.721  3.427  -1.469  -0.335
C  0.286  3.853  0.930  -0.873
C  1.573  2.887  0.635  0.755
Si  2.766  3.532  -0.754  0.186
C  4.491  4.128  -0.056  -0.938
C  2.036  4.945  -1.839  -0.876
C  3.015  1.993  -1.951  0.533
C  3.534  0.609  -1.167  -0.278
C  3.750  -0.791  -1.993  -0.148
C  3.431  -0.811  -3.606  -0.511
C  2.945  0.586  -4.375  -0.425
C  2.715  2.025  -3.566  -0.319
H  5.487  -5.451  0.620  0.256
H  5.757  -3.983  -0.669  0.209
H  7.212  -4.547  0.401  0.325
H  3.621  -1.946  2.483  0.276
H  3.209  -3.095  3.924  0.290
H  1.267  -3.573  2.482  0.339
H  2.470  -4.994  1.851  0.308
H  2.243  -4.006  -0.409  0.308
H  3.146  -2.451  0.368  -0.384
H  0.683  -2.130  -0.939  0.335
H  -0.113  -2.975  0.608  0.352
H  0.192  -0.152  0.264  -1.017
H  1.866  -0.486  1.175  -0.087
H  -0.973  -1.642  2.369  0.233
H  0.683  -1.338  3.229  0.040
H  -0.383  0.540  4.156  0.360
H  0.274  1.459  2.649  -0.142
H  -2.446  1.752  3.514  0.201
H  -2.665  0.056  2.724  0.223
H  -2.899  0.800  -1.999  0.269
H  -1.201  0.215  -1.386  0.272
H  -2.812  -0.685  -0.702  0.082
H  -4.899  3.037  -0.480  0.215
H  -4.500  3.738  1.231  0.191
H  -6.610  2.196  1.637  0.309
H  -5.110  1.243  2.274  0.195
H  -4.978  -0.046  -0.163  -0.271
H  -6.440  1.001  -0.743  0.299
H  -4.067  -3.580  -1.443  0.299
H  -4.987  -3.586  -4.329  0.290
H  -8.539  -1.952  -1.785  0.308
H  -0.034  3.674  2.048  0.317
H  0.640  4.966  0.822  0.322
H  1.154  1.817  0.319  -0.693
H  2.219  2.739  1.619  0.342
H  4.390  4.860  0.863  0.277
H  5.062  4.699  -0.924  0.253
H  5.119  3.168  0.259  0.256
H  1.552  5.817  -1.202  0.281
H  2.924  5.414  -2.483  0.295
H  1.255  4.550  -2.650  0.152
H  3.746  0.642  0.004  0.238
H  4.094  -1.812  -1.503  0.140
H  3.557  -1.824  -4.181  0.268
H  2.738  0.503  -5.526  0.245
H  2.339  3.009  -4.089  0.213

Cartesian forces (eV/Å) of the 2 atoms listed first:
C -0.10 0.83 0.65
C 1.74 4.85 -0.53